one:
C9H14O | the ωB97M-V functional and the def2-TZVPD basis

As for the SMILES: Cc1ccc(O)cc1.CC. The calculation puts the HOMO energy at -8.37 eV.

```
! wB97M-V def2-TZVPD RIJCOSX def2/J DEFGRID3
* xyz 0 1
C -1.63 -0.40 1.00
C -1.02 0.52 0.02
C -0.73 1.81 0.50
C -0.04 2.70 -0.34
C -0.13 2.32 -1.69
O 0.33 3.30 -2.61
C -0.63 1.17 -2.26
C -1.11 0.28 -1.31
H -1.43 -0.31 2.16
H -1.53 -1.50 0.85
H -2.76 -0.07 1.12
H -0.94 2.08 1.50
H 0.11 3.78 -0.19
H 0.16 3.00 -3.50
H -0.62 0.98 -3.32
H -1.46 -0.74 -1.72
C 1.94 -2.42 0.49
C 1.40 -2.33 1.94
H 1.20 -2.83 -0.21
H 2.11 -1.37 0.17
H 2.87 -2.97 0.48
H 1.44 -3.34 2.40
H 0.31 -1.97 2.02
H 2.16 -1.68 2.49
*
```

Atomic partial charges in e from the natural (NBO) method, atoms 1 to 8: atom 1 (C): -0.636, atom 2 (C): -0.119, atom 3 (C): -0.145, atom 4 (C): -0.272, atom 5 (C): 0.312, atom 6 (O): -0.696, atom 7 (C): -0.310, atom 8 (C): -0.148


two:
C9H14O | the ωB97M-V functional and the def2-TZVPD basis

As for the SMILES: Cc1ccc(O)cc1.CC. The calculation puts the HOMO energy at -8.16 eV.

```
! wB97M-V def2-TZVPD RIJCOSX def2/J DEFGRID3
* xyz 0 1
C -1.66 2.01 1.86
C -0.60 1.97 0.85
C 0.61 1.43 1.25
C 1.57 1.10 0.23
C 1.27 1.53 -1.04
O 2.03 0.95 -2.01
C 0.20 2.39 -1.36
C -0.77 2.57 -0.45
H -2.57 1.47 1.52
H -2.02 3.00 2.11
H -1.43 1.60 2.86
H 0.90 1.29 2.28
H 2.42 0.51 0.55
H 1.94 1.35 -2.88
H 0.26 2.65 -2.44
H -1.64 3.19 -0.64
C -0.43 -4.26 -0.36
C 0.30 -2.95 -0.26
H -0.39 -4.77 0.62
H -1.49 -4.30 -0.60
H 0.01 -4.94 -1.17
H -0.15 -2.23 0.41
H 1.35 -3.07 -0.01
H 0.27 -2.49 -1.29
*
```

Atomic partial charges in e from the natural (NBO) method, atoms 1 to 8: atom 1 (C): -0.629, atom 2 (C): -0.060, atom 3 (C): -0.180, atom 4 (C): -0.275, atom 5 (C): 0.299, atom 6 (O): -0.680, atom 7 (C): -0.274, atom 8 (C): -0.191


Most stable one: two, least stable one: one.


one:
C3H4BrF | the ωB97M-V functional and the def2-TZVPD basis

The calculation puts the HOMO energy at -9.62 eV.

```
! wB97M-V def2-TZVPD RIJCOSX def2/J DEFGRID3
* xyz 0 1
C 1.02 0.73 -1.14
C 0.50 0.53 0.02
C -1.05 -0.83 0.75
F 0.75 1.40 1.00
Br -0.30 -2.45 1.15
H 1.63 1.51 -1.22
H 0.78 0.05 -1.98
H -1.46 -0.19 1.49
H -1.86 -0.75 -0.08
*
```

Atomic partial charges in e from the natural (NBO) method, atoms 1 to 8: atom 1 (C): -0.570, atom 2 (C): 0.447, atom 3 (C): -0.535, atom 4 (F): -0.351, atom 5 (Br): 0.128, atom 6 (H): 0.213, atom 7 (H): 0.225, atom 8 (H): 0.213


two:
C3H4BrF | the ωB97M-V functional and the def2-TZVPD basis

The calculation puts the HOMO energy (alpha / beta) at -9.51 / -8.71 eV.

```
! wB97M-V def2-TZVPD RIJCOSX def2/J DEFGRID3
* xyz 0 1
C 0.98 -1.21 0.30
C 0.98 0.12 0.33
C -1.29 1.14 -0.56
F 1.97 0.96 0.64
Br -2.40 -0.24 0.02
H 1.66 -1.94 0.74
H 0.16 -1.79 -0.08
H -1.00 1.89 0.10
H -1.06 1.07 -1.50
*
```

Atomic partial charges in e from the natural (NBO) method, atoms 1 to 8: atom 1 (C): -0.627, atom 2 (C): 0.441, atom 3 (C): -0.392, atom 4 (F): -0.333, atom 5 (Br): 0.087, atom 6 (H): 0.226, atom 7 (H): 0.226, atom 8 (H): 0.203


Most stable one: one, least stable one: two.


one:
C6H15NO2 | the ωB97M-V functional and the def2-TZVPD basis

As for the SMILES: [H]/N=C(/C)O.C=CC.CO. The calculation puts the HOMO energy at -7.42 eV.

```
! wB97M-V def2-TZVPD RIJCOSX def2/J DEFGRID3
* xyz 0 1
H -0.37 -1.13 1.76
N -0.69 -1.05 0.80
C -1.42 -0.02 0.60
C -1.96 0.26 -0.77
O -1.76 0.80 1.61
H -1.14 0.39 -1.47
H -2.55 -0.59 -1.10
H -2.60 1.14 -0.77
H -1.78 1.72 1.28
C 1.52 -0.42 -0.89
C 0.78 -1.55 -0.56
C 1.38 -2.69 0.22
H 1.41 0.01 -1.87
H 2.49 -0.29 -0.42
H 0.08 -1.90 -1.32
H 2.10 -2.32 0.94
H 1.88 -3.38 -0.46
H 0.59 -3.22 0.75
C 0.58 2.19 0.46
O -0.68 2.88 0.30
H 0.72 2.07 1.53
H 1.39 2.84 0.09
H 0.78 1.13 -0.08
H -0.78 3.11 -0.63
*
```

Atomic partial charges in e from the natural (NBO) method, atoms 1 to 8: atom 1 (H): 0.366, atom 2 (N): -0.675, atom 3 (C): 0.615, atom 4 (C): -0.710, atom 5 (O): -0.702, atom 6 (H): 0.240, atom 7 (H): 0.245, atom 8 (H): 0.221


two:
C6H15NO2 | the ωB97M-V functional and the def2-TZVPD basis

As for the SMILES: CC(N)=O.CCCOC. The calculation puts the HOMO energy at -9.81 eV.

```
! wB97M-V def2-TZVPD RIJCOSX def2/J DEFGRID3
* xyz 0 1
C 1.15 -5.37 4.08
C 1.15 -4.58 2.80
N 0.33 -3.49 2.79
O 1.84 -4.87 1.83
H 1.84 -6.22 3.99
H 0.14 -5.76 4.30
H 1.47 -4.75 4.93
H -0.24 -3.24 3.61
H 0.29 -2.91 1.95
C -2.25 -1.36 -2.28
C -1.40 -2.54 -1.82
C 0.09 -2.23 -1.83
O 0.34 -1.19 -0.90
C 1.71 -0.85 -0.88
H -2.08 -0.49 -1.61
H -3.32 -1.61 -2.26
H -1.97 -1.07 -3.31
H -1.69 -2.84 -0.79
H -1.57 -3.41 -2.48
H 0.68 -3.13 -1.56
H 0.41 -1.91 -2.84
H 2.34 -1.70 -0.58
H 2.05 -0.48 -1.86
H 1.84 -0.04 -0.13
*
```

Atomic partial charges in e from the natural (NBO) method, atoms 1 to 8: atom 1 (C): -0.723, atom 2 (C): 0.669, atom 3 (N): -0.838, atom 4 (O): -0.616, atom 5 (H): 0.244, atom 6 (H): 0.228, atom 7 (H): 0.228, atom 8 (H): 0.395


three:
C6H15NO2 | the ωB97M-V functional and the def2-TZVPD basis

As for the SMILES: CC(=O)C(C)(C)O.CN. The calculation puts the HOMO energy at -9.35 eV.

```
! wB97M-V def2-TZVPD RIJCOSX def2/J DEFGRID3
* xyz 0 1
C 2.07 -0.25 -0.45
C 1.15 -1.43 -0.29
O 1.32 -2.45 -0.97
C -0.06 -1.29 0.66
C -1.32 -0.94 -0.15
C -0.25 -2.62 1.41
O 0.15 -0.27 1.63
H 2.97 -0.56 -0.98
H 1.57 0.53 -1.02
H 2.37 0.13 0.53
H -1.09 -0.76 -1.21
H -2.06 -1.74 -0.12
H -1.81 -0.04 0.24
H -1.07 -2.56 2.12
H 0.65 -2.86 1.99
H -0.44 -3.45 0.72
H -0.50 -0.38 2.34
C -0.37 2.81 -0.40
N -0.42 3.12 -1.81
H 0.48 3.31 0.07
H -1.29 3.13 0.10
H -0.26 1.74 -0.26
H -0.56 4.12 -1.93
H -1.23 2.67 -2.23
*
```

Atomic partial charges in e from the natural (NBO) method, atoms 1 to 8: atom 1 (C): -0.730, atom 2 (C): 0.602, atom 3 (O): -0.547, atom 4 (C): 0.132, atom 5 (C): -0.634, atom 6 (C): -0.621, atom 7 (O): -0.725, atom 8 (H): 0.236


Most stable one: two, least stable one: one.


one:
C6H15NO2 | the ωB97M-V functional and the def2-TZVPD basis

The calculation puts the HOMO energy at -7.26 eV.

```
! wB97M-V def2-TZVPD RIJCOSX def2/J DEFGRID3
* xyz 0 1
C -0.79 -1.18 -0.75
C 0.27 0.92 0.49
C -0.94 0.23 -0.17
C -0.71 -2.28 0.30
C 0.35 2.37 -0.04
C 2.30 0.25 0.19
N 0.05 0.99 1.95
O 0.35 -1.19 -1.60
O -1.91 -1.50 -1.56
H -1.96 -0.82 -2.24
H 0.52 -2.11 -1.84
H -0.74 1.58 2.19
H 0.89 1.36 2.40
H -1.81 0.20 0.51
H -1.33 0.85 -0.99
H -0.75 -3.27 -0.18
H 0.20 -2.17 0.88
H -1.55 -2.21 1.00
H -0.57 2.93 0.17
H 1.15 2.94 0.44
H 0.47 2.40 -1.13
H 3.02 0.71 -0.51
H 1.09 -0.20 0.67
H 2.38 -0.79 -0.17
*
```

Atomic partial charges in e from the natural (NBO) method, atoms 1 to 8: atom 1 (C): 0.509, atom 2 (C): 0.062, atom 3 (C): -0.473, atom 4 (C): -0.649, atom 5 (C): -0.624, atom 6 (C): -0.821, atom 7 (N): -0.875, atom 8 (O): -0.728


two:
C6H15NO2 | the ωB97M-V functional and the def2-TZVPD basis

The calculation puts the HOMO energy (alpha / beta) at -8.78 / -8.78 eV.

```
! wB97M-V def2-TZVPD RIJCOSX def2/J DEFGRID3
* xyz 0 1
C 1.19 0.48 -1.06
C 0.66 -0.44 1.89
C 2.51 0.79 -0.43
N 0.15 0.60 1.01
H 0.34 1.54 1.32
H 0.57 1.32 -1.35
H 1.31 -0.25 -1.85
H 1.72 -0.25 2.11
H 0.12 -0.48 2.84
H 0.57 -1.40 1.39
H 3.20 1.05 -1.24
H 2.93 -0.08 0.07
H 2.48 1.64 0.25
C -1.11 -0.85 -2.07
C -2.19 -0.42 1.11
C -1.20 0.53 0.47
O -0.41 -0.80 -0.86
O -1.58 1.54 -0.12
H -1.83 -0.01 -2.15
H -0.42 -0.76 -2.92
H -1.64 -1.81 -2.19
H -1.75 -1.37 1.42
H -2.97 -0.62 0.39
H -2.64 0.07 1.98
*
```

Atomic partial charges in e from the natural (NBO) method, atoms 1 to 8: atom 1 (C): 0.047, atom 2 (C): -0.424, atom 3 (C): -0.684, atom 4 (N): -0.646, atom 5 (H): 0.390, atom 6 (H): 0.216, atom 7 (H): 0.188, atom 8 (H): 0.199


three:
C6H15NO2 | the ωB97M-V functional and the def2-TZVPD basis

As for the SMILES: CC(C)(O)C=O.CCN. The calculation puts the HOMO energy at -8.65 eV.

```
! wB97M-V def2-TZVPD RIJCOSX def2/J DEFGRID3
* xyz 0 1
C 0.39 -1.92 1.04
C -0.84 -1.03 0.91
C -1.65 -1.05 2.22
O -1.64 -1.48 -0.16
C -0.46 0.43 0.67
O -1.23 1.18 0.07
H 0.97 -1.93 0.12
H 0.07 -2.94 1.24
H 1.02 -1.58 1.86
H -1.95 -2.08 2.43
H -1.07 -0.67 3.06
H -2.55 -0.44 2.12
H -2.08 -0.70 -0.54
H 0.28 0.83 1.38
C 1.19 0.18 -1.72
C 1.52 1.84 -1.35
N 0.46 2.71 -1.62
H 2.04 -0.42 -1.39
H 1.28 0.26 -2.80
H 0.23 -0.31 -1.65
H 2.42 2.10 -1.91
H 1.75 1.83 -0.28
H 0.27 2.78 -2.61
H -0.40 2.40 -1.12
*
```

Atomic partial charges in e from the natural (NBO) method, atoms 1 to 8: atom 1 (C): -0.622, atom 2 (C): 0.131, atom 3 (C): -0.616, atom 4 (O): -0.715, atom 5 (C): 0.454, atom 6 (O): -0.576, atom 7 (H): 0.228, atom 8 (H): 0.225


Most stable one: three, least stable one: one.